[1]
A structure of composition C9H16N2PSTc in a non-equilibrium geometry, computed with ωB97M-V with the def2-TZVPD basis set.

XYZ file:
```
30
Properties=species:S:1:pos:R:3:forces:R:3:nbo_charge:R:1
C 3.581 -0.022 -0.457 0.21 -0.22 -1.39 -0.261
C 3.546 0.820 -1.625 -0.08 -0.48 1.13 -0.236
C 2.891 2.065 -1.267 -1.02 -0.63 0.11 -0.284
C 2.404 1.918 0.085 1.57 0.35 0.53 -0.398
C 2.851 0.593 0.562 -0.62 2.34 0.70 -0.291
Tc 1.119 0.508 -0.826 1.75 0.12 0.24 0.352
P 0.546 -0.169 -2.920 -1.05 -0.42 -1.90 0.234
H 4.063 -1.008 -0.340 -0.39 0.70 -0.42 0.260
H 3.984 0.512 -2.583 -0.27 0.48 0.46 0.255
H 2.746 2.971 -1.883 0.21 -0.85 0.34 0.266
H 2.729 0.266 1.592 0.13 -0.05 -0.40 0.256
H 1.971 2.703 0.698 0.24 -0.13 -0.14 0.261
H 0.463 -1.548 -3.279 0.16 0.42 0.08 0.028
H 1.114 0.372 -4.119 -0.15 -0.27 0.58 0.054
H -0.814 0.160 -3.205 0.34 -0.15 -0.13 0.025
S 0.775 -1.513 0.273 -1.13 -1.24 0.52 -0.114
C -0.789 -1.166 0.994 -0.27 0.02 0.01 0.372
N -1.842 -1.907 0.651 0.42 0.37 -0.48 -0.563
C -3.236 -1.462 0.790 -0.19 -0.87 0.61 -0.221
C -3.333 -0.033 1.266 -0.14 0.46 -0.37 -0.434
C -2.283 0.292 2.300 0.24 -0.26 0.57 -0.222
N -0.971 -0.164 1.851 0.47 0.02 -0.40 -0.563
H -1.631 -2.680 0.029 -0.12 0.27 0.04 0.432
H -3.702 -2.112 1.530 -0.15 -0.09 -0.01 0.213
H -3.756 -1.625 -0.157 0.16 0.13 0.09 0.230
H -4.319 0.132 1.696 -0.02 -0.03 0.00 0.251
H -3.254 0.649 0.424 0.16 0.13 -0.15 0.221
H -2.508 -0.222 3.237 -0.09 0.11 0.07 0.213
H -2.206 1.363 2.503 -0.14 -0.18 -0.07 0.234
H -0.138 0.308 2.179 -0.20 -0.03 -0.20 0.429
```
Positions in Å, forces in eV/Å.

**Relative energy (zero: lowest compared OMol25 entry of this formula, charge and spin)**: 0.0 kJ/mol
**Spin multiplicity**: 4
**Charge**: +1
**E_HOMO (spin up / spin down)**: -10.4276 / -10.9207 eV
**Largest force on an atom**: 2.52 eV Å⁻¹
**LUMO level (spin up / spin down)**: -2.88 / -3.71 eV

[2]
A cluster of 4 separate species, C4H15NO3 in total in a non-equilibrium geometry, computed with ωB97M-V with the def2-TZVPD basis set.

XYZ file:
```
23
Properties=species:S:1:pos:R:3:forces:R:3:nbo_charge:R:1
C 1.466 1.702 -0.960 -0.56 0.08 -0.99 -0.654
C 1.508 0.520 -0.050 -0.03 0.99 0.48 -0.193
C 0.451 0.060 0.613 0.15 -0.38 0.42 -0.240
C 0.562 -1.130 1.524 -0.30 -0.25 0.34 -0.263
N 0.301 -0.862 2.945 -0.06 0.80 0.08 -0.811
H 0.445 2.080 -1.054 -0.03 0.00 0.20 0.232
H 2.100 2.546 -0.693 0.20 -0.18 0.26 0.221
H 1.733 1.425 -1.994 0.17 -0.01 0.33 0.209
H 2.489 0.146 0.218 0.10 -0.50 -0.33 0.195
H -0.506 0.582 0.611 0.05 -0.10 -0.40 0.222
H -0.143 -1.927 1.252 0.01 0.20 -0.17 0.198
H 1.543 -1.584 1.433 0.34 0.02 -0.04 0.185
H 0.732 0.028 3.220 0.14 -0.47 -0.17 0.348
H -0.686 -0.656 3.043 -0.20 -0.20 0.10 0.348
O -2.245 -1.069 -0.826 -0.29 1.09 0.86 -0.992
H -1.290 -1.086 -0.986 -0.57 -0.68 -0.61 0.504
H -2.778 -1.776 -1.193 0.80 -0.24 -0.33 0.492
O -2.510 1.977 -0.300 -0.33 0.02 0.19 -0.962
H -2.711 1.035 -0.406 0.06 -0.03 -0.10 0.494
H -3.322 2.371 0.053 0.33 -0.16 -0.14 0.468
O 0.662 -1.672 -2.293 -0.17 -0.18 -0.11 -0.952
H 1.326 -1.183 -2.792 -0.09 0.00 0.14 0.475
H 0.876 -1.526 -1.365 0.25 0.17 0.00 0.476
```
Positions in Å, forces in eV/Å.

**Relative energy (zero: lowest compared OMol25 entry of this formula, charge and spin)**: 90.7 kJ/mol
**Spin multiplicity**: 1
**SMILES string**: C/C=C/CN.O.O.O
**E_HOMO**: -9.2471 eV
**Largest force on an atom**: 1.42 eV Å⁻¹
**LUMO level**: 0.71 eV

[3]
A cluster of 3 separate species, CH10N3O2 in total in a non-equilibrium geometry, computed with ωB97M-V with the def2-TZVPD basis set.

XYZ file:
```
16
Properties=species:S:1:pos:R:3:forces:R:3:nbo_charge:R:1
N -0.187 -0.320 -1.325 0.77 0.32 -0.43 -0.764
C 0.794 0.587 -1.203 -0.64 0.28 -1.38 0.674
N 1.148 1.056 -0.033 -0.15 -0.55 -0.44 -0.744
N 1.290 1.127 -2.333 0.29 -0.35 0.85 -0.752
H -0.616 -0.668 -0.511 -0.58 -0.58 1.10 0.423
H -0.188 -0.943 -2.111 -0.12 0.08 -0.24 0.419
H 1.882 1.735 0.050 -0.08 0.17 0.23 0.424
H 0.686 0.641 0.768 0.23 0.38 0.89 0.454
H 1.196 0.679 -3.224 -0.18 -0.11 -0.16 0.422
H 2.124 1.652 -2.189 0.53 0.42 -0.37 0.406
H -1.046 0.008 2.120 -0.11 -0.06 -0.03 0.503
H -0.035 0.319 3.205 0.19 0.13 -0.01 0.499
O -0.239 0.519 2.285 -0.30 -0.34 0.04 -0.972
H -1.736 -2.593 1.874 -0.17 -0.25 0.09 0.492
H -3.009 -1.952 1.257 -0.18 -0.19 0.10 0.496
O -2.064 -1.846 1.370 0.50 0.64 -0.25 -0.982
```
Positions in Å, forces in eV/Å.

**Relative energy (zero: lowest compared OMol25 entry of this formula, charge and spin)**: 34.2 kJ/mol
**Spin multiplicity**: 1
**Charge**: +1
**E_HOMO**: -15.1875 eV
**Largest force on an atom**: 1.54 eV Å⁻¹
**LUMO level**: -2.89 eV

Repeat the third record exactly.
A cluster of 3 separate species, CH10N3O2 in total in a non-equilibrium geometry, computed with ωB97M-V with the def2-TZVPD basis set.

XYZ file:
```
16
Properties=species:S:1:pos:R:3:forces:R:3:nbo_charge:R:1
N -0.187 -0.320 -1.325 0.77 0.32 -0.43 -0.764
C 0.794 0.587 -1.203 -0.64 0.28 -1.38 0.674
N 1.148 1.056 -0.033 -0.15 -0.55 -0.44 -0.744
N 1.290 1.127 -2.333 0.29 -0.35 0.85 -0.752
H -0.616 -0.668 -0.511 -0.58 -0.58 1.10 0.423
H -0.188 -0.943 -2.111 -0.12 0.08 -0.24 0.419
H 1.882 1.735 0.050 -0.08 0.17 0.23 0.424
H 0.686 0.641 0.768 0.23 0.38 0.89 0.454
H 1.196 0.679 -3.224 -0.18 -0.11 -0.16 0.422
H 2.124 1.652 -2.189 0.53 0.42 -0.37 0.406
H -1.046 0.008 2.120 -0.11 -0.06 -0.03 0.503
H -0.035 0.319 3.205 0.19 0.13 -0.01 0.499
O -0.239 0.519 2.285 -0.30 -0.34 0.04 -0.972
H -1.736 -2.593 1.874 -0.17 -0.25 0.09 0.492
H -3.009 -1.952 1.257 -0.18 -0.19 0.10 0.496
O -2.064 -1.846 1.370 0.50 0.64 -0.25 -0.982
```
Positions in Å, forces in eV/Å.

**Relative energy (zero: lowest compared OMol25 entry of this formula, charge and spin)**: 34.2 kJ/mol
**Spin multiplicity**: 1
**Charge**: +1
**E_HOMO**: -15.1875 eV
**Largest force on an atom**: 1.54 eV Å⁻¹
**LUMO level**: -2.89 eV

Copy entry 3 word for word.
A cluster of 3 separate species, CH10N3O2 in total in a non-equilibrium geometry, computed with ωB97M-V with the def2-TZVPD basis set.

XYZ file:
```
16
Properties=species:S:1:pos:R:3:forces:R:3:nbo_charge:R:1
N -0.187 -0.320 -1.325 0.77 0.32 -0.43 -0.764
C 0.794 0.587 -1.203 -0.64 0.28 -1.38 0.674
N 1.148 1.056 -0.033 -0.15 -0.55 -0.44 -0.744
N 1.290 1.127 -2.333 0.29 -0.35 0.85 -0.752
H -0.616 -0.668 -0.511 -0.58 -0.58 1.10 0.423
H -0.188 -0.943 -2.111 -0.12 0.08 -0.24 0.419
H 1.882 1.735 0.050 -0.08 0.17 0.23 0.424
H 0.686 0.641 0.768 0.23 0.38 0.89 0.454
H 1.196 0.679 -3.224 -0.18 -0.11 -0.16 0.422
H 2.124 1.652 -2.189 0.53 0.42 -0.37 0.406
H -1.046 0.008 2.120 -0.11 -0.06 -0.03 0.503
H -0.035 0.319 3.205 0.19 0.13 -0.01 0.499
O -0.239 0.519 2.285 -0.30 -0.34 0.04 -0.972
H -1.736 -2.593 1.874 -0.17 -0.25 0.09 0.492
H -3.009 -1.952 1.257 -0.18 -0.19 0.10 0.496
O -2.064 -1.846 1.370 0.50 0.64 -0.25 -0.982
```
Positions in Å, forces in eV/Å.

**Relative energy (zero: lowest compared OMol25 entry of this formula, charge and spin)**: 34.2 kJ/mol
**Spin multiplicity**: 1
**Charge**: +1
**E_HOMO**: -15.1875 eV
**Largest force on an atom**: 1.54 eV Å⁻¹
**LUMO level**: -2.89 eV